18
Properties=species:S:1:pos:R:3 method="wB97M-V/def2-TZVPD" e_homo_ev=-11.9193 charge=+1 e_above_lowest_kj_mol=0.0 spin_multiplicity=1 homo_lumo_gap_ha=0.26437
C -1.27594 -1.07856 0.24414
C -2.63066 -1.32609 0.07956
C -3.33758 1.02939 -0.00943
C -0.71784 0.15928 0.13717
C -3.61091 -0.37433 -0.01443
C -2.09446 1.53619 -0.06902
C 1.65357 0.09288 0.04738
N 2.82775 0.73859 -0.17328
N 0.48766 0.71005 -0.08580
Cl -5.31816 -0.81639 -0.05896
Cl -1.42497 3.05636 0.03563
H -0.76739 -2.03937 0.33926
H -3.06313 -2.26406 0.07262
H -4.09304 1.69103 -0.02515
H 1.47758 -1.00734 0.18819
H 3.53551 0.11173 -0.49784
H 2.87150 1.74219 -0.01199
H 0.58949 1.74854 -0.33571

=====

19
Properties=species:S:1:pos:R:3 method="wB97M-V/def2-TZVPD" e_homo_ev=-8.2898 smiles=CN1c2cncnc2CC1(Cl)Cl e_above_lowest_kj_mol=16.9 spin_multiplicity=1 homo_lumo_gap_ha=0.32652
C -0.92014 1.88305 -0.20735
N -0.73325 0.45099 -0.20030
C 0.49428 -0.15242 -0.23041
C 1.75357 0.40860 -0.17333
N 2.79134 -0.37174 -0.20442
C 2.67886 -1.68783 0.00202
N 1.49337 -2.31330 0.05646
C 0.42739 -1.56248 -0.03855
C -0.99333 -1.98179 0.13459
C -1.80117 -0.69634 0.12605
Cl -2.69075 -0.35088 1.62981
Cl -3.01250 -0.58608 -1.16879
H -0.53895 2.06721 -1.23171
H -1.91519 2.20018 -0.11737
H -0.20646 2.38074 0.57579
H 1.93006 1.41189 -0.05232
H 3.58948 -2.30239 0.09980
H -1.33593 -2.76029 -0.68863
H -1.08334 -2.38651 1.07960

=====

17
Properties=species:S:1:pos:R:3 method="wB97M-V/def2-TZVPD" e_homo_ev=-9.1763 smiles=NCc1cc(F)cc(Cl)c1 e_above_lowest_kj_mol=0.0 spin_multiplicity=1 homo_lumo_gap_ha=0.36583
N 3.50409 -0.69495 0.27710
C 2.31772 -1.40141 -0.21045
C 1.07172 -0.52589 -0.12324
C 1.19289 0.85212 -0.03220
C -0.00156 1.61902 -0.01030
F 0.10142 2.95796 -0.06965
C -1.22097 1.06400 0.08321
C -1.30483 -0.31338 -0.03247
Cl -2.86988 -1.05276 0.09229
C -0.20698 -1.11282 -0.19491
H 3.48903 -0.63901 1.31717
H 4.37137 -1.08873 -0.07902
H 2.48023 -1.69940 -1.25405
H 2.12109 -2.33785 0.31736
H 2.17149 1.31752 0.03538
H -2.10777 1.68531 0.04520
H -0.26680 -2.18781 -0.14168

=====

20
Properties=species:S:1:pos:R:3 method="wB97M-V/def2-TZVPD" e_homo_ev=-8.3358 e_above_lowest_kj_mol=8.1 spin_multiplicity=1 homo_lumo_gap_ha=0.25842
Cu 0.23943 0.02073 2.85323
O 1.20365 -1.06913 4.29865
C 0.55404 -0.38796 5.13132
O -0.23842 0.51481 4.75289
H 0.67292 -0.58371 6.20622
N -0.72426 -0.67562 -3.91336
C -0.08402 0.31607 -3.27526
S 0.63498 1.52629 -4.14096
C -0.06838 0.26987 -1.79127
C 0.58511 1.25696 -1.05458
C 0.60462 1.19285 0.32081
N 0.02021 0.20573 1.02001
C -0.62490 -0.73681 0.31979
C -0.69099 -0.74044 -1.05774
H -0.74375 -0.64484 -4.91752
H -1.17637 -1.43521 -3.43737
H 1.07339 2.06805 -1.57237
H 1.10219 1.95689 0.90136
H -1.10546 -1.51410 0.89753
H -1.23398 -1.54042 -1.54140

=====

15
Properties=species:S:1:pos:R:3 method="wB97M-V/def2-TZVPD" e_homo_ev=-8.5704 smiles="C#C/C=C(/F)C1CC1" e_above_lowest_kj_mol=536.4 spin_multiplicity=1 homo_lumo_gap_ha=0.34436
C -2.82015 -0.14070 -0.02265
C -1.79630 0.60551 -0.29824
C -0.86287 1.56408 -0.23785
C 0.40021 1.24182 -0.16225
F 1.22643 2.33987 0.12270
C 1.36589 0.03681 0.03457
C 0.53437 -1.24262 0.67376
C 1.20163 -1.19326 -0.80362
H -3.63339 -0.76185 0.38038
H -1.08119 2.70739 -0.02064
H 2.45762 0.41446 0.48732
H -0.53968 -0.96811 0.97283
H 0.89839 -1.72092 1.62380
H 0.59590 -1.21589 -1.67112
H 2.05315 -1.66659 -1.07899

=====

20
Properties=species:S:1:pos:R:3 method="wB97M-V/def2-TZVPD" e_homo_ev="-12.5444 / -14.4911" charge=+1 spin_multiplicity=3 homo_lumo_gap_ha="0.32587 / 0.20436" s_squared=2.04
C -2.46114 -1.49430 -0.39905
C 0.67796 -0.91950 1.32139
C -0.58127 -1.38778 1.07866
C 1.33015 0.39597 -0.81208
C 1.37822 0.29822 0.88331
C -1.47654 -0.68825 0.23198
C -1.77390 0.87721 0.33117
N -3.33147 -2.16409 -0.70472
N 0.36902 -0.21154 -1.35508
N 2.29090 1.05851 -1.44433
F -1.35852 1.46842 1.36531
F -1.44561 1.59440 -0.76426
F -3.09141 0.87271 0.36222
H 1.29295 -1.76132 1.77800
H -0.83605 -2.31312 1.54083
H 1.02210 1.30349 1.18425
H 2.52748 0.36547 1.07914
H 0.07031 0.00438 -2.33243
H 2.93384 1.65379 -0.88299
H 2.46299 1.04733 -2.46134

=====

22
Properties=species:S:1:pos:R:3 method="wB97M-V/def2-TZVPD" e_homo_ev=-17.6092 charge=+2 e_above_lowest_kj_mol=196.0 spin_multiplicity=1 homo_lumo_gap_ha=0.22307
O 4.55153 -0.90216 1.02696
C 3.70665 -1.59996 0.63089
Ga 0.07389 -0.15977 -2.51740
O 1.50886 1.89173 -0.41136
C 0.83944 1.31434 -1.14479
C -2.06533 0.55589 -1.80501
O -2.88927 1.26070 -1.39751
C -1.27563 -1.93687 -0.95561
O -1.07354 -2.79531 -0.19014
C 0.49495 0.48437 -4.52135
O 0.61462 0.49126 -5.68284
H 1.49459 -0.46095 -3.55808
C 0.26116 1.18899 2.42674
S -0.05625 -0.10157 1.23235
C -1.40008 -0.93594 2.07784
O -0.78961 0.69136 0.13360
H 0.65458 0.71996 3.33823
H -0.70248 1.68808 2.60572
H 0.98621 1.88461 1.98644
H -2.21427 -0.20987 2.18921
H -1.70602 -1.79868 1.48908
H -1.01401 -1.27022 3.04705